1.
# C6H10O

C6H10O as an isolated structure (wB97M-V/def2-TZVPD, the OMol25 dataset).

```
17
Properties=species:S:1:pos:R:3:mulliken_charge:R:1
C 0.35522 1.11534 -1.32687 -0.537
H 1.84028 -0.89179 1.18306 0.420
C -0.32106 -0.78293 1.30222 -0.525
H 1.21376 0.74029 1.38664 0.291
H -0.56439 1.49926 -0.28213 0.280
H -0.45948 -0.65939 2.38411 0.312
H -2.44166 -0.43224 0.61677 0.408
H 0.59958 1.92502 -2.00299 0.405
C 1.15329 0.01383 -0.65004 -0.298
O -1.31915 1.26796 0.54130 -0.561
C 1.04260 -0.20963 0.86741 -0.828
H -0.37634 -1.85657 1.08038 0.323
H 2.12266 -0.26133 -1.07217 0.381
C -1.41510 -0.05411 0.53280 -0.208
C -0.01943 -0.17918 -1.55166 -0.286
H -0.28433 -0.82064 -2.38518 0.451
H -1.12646 -0.41389 -0.62364 -0.029
```

Calculated values
HOMO level ... -8.891 eV
Energy ... -309.70122 Eh


2.
# C6H10O

A 2-piece molecular cluster, C6H10O overall (wB97M-V/def2-TZVPD, the OMol25 dataset).

```
17
Properties=species:S:1:pos:R:3:mulliken_charge:R:1
H -1.46462 -1.14969 0.57500 0.475
H 0.06248 -0.09949 2.36114 0.402
C 0.81784 -3.02854 -0.55081 -0.076
H 0.47518 2.40093 1.57825 0.322
H 0.78035 -3.78922 -1.35424 0.259
H -0.86805 2.65661 -0.33555 0.233
H 0.55607 2.17521 -1.24926 0.306
C -0.11187 0.31445 1.37169 -0.349
H -0.33477 -0.02140 -1.62073 0.157
C -0.13970 1.84989 -0.46945 -0.593
C -0.89956 -0.23145 0.44749 -0.509
C 0.57104 1.56493 0.87484 -0.527
H -1.87965 0.73081 -1.25174 0.307
H 1.33901 -2.08567 -0.80372 0.210
O 0.32584 -3.22559 0.53149 -0.391
C -0.87808 0.54490 -0.84609 -0.449
H 1.64850 1.39331 0.74169 0.224
```

Calculated values
SMILES ... C1=CCCC1.C=O
HOMO level ... -8.985 eV
Energy ... -309.80202 Eh


3.
# C6H10O

C6H10O in the gas phase (wB97M-V/def2-TZVPD, the OMol25 dataset).

```
17
Properties=species:S:1:pos:R:3:mulliken_charge:R:1
H 0.53113 0.73582 0.97482 0.381
C 0.11010 -1.70835 0.75068 -0.083
H -0.78519 -2.31465 0.61798 0.316
H 0.63071 -2.39999 2.76571 0.294
H -1.96443 2.54551 -1.90114 0.374
H -1.28224 1.81607 0.44822 0.278
C 0.41183 0.62299 -0.10312 -0.486
H 0.00480 -1.34063 -1.21914 0.364
C -1.01699 1.16738 -0.37432 -0.667
C 0.81896 -1.83712 1.85955 -0.742
H 1.59972 -1.18740 -0.74021 0.377
O -0.04250 2.57890 -2.06929 -0.464
H -1.64524 0.29287 -0.44359 0.365
C 0.60994 -0.85322 -0.45414 -0.934
H 1.23852 1.19624 -0.53042 0.410
H 1.80760 -1.38627 1.99632 0.222
C -1.02672 2.07186 -1.57790 -0.006
```

Calculated values
SMILES ... C=CCCCC=O
HOMO level ... -9.801 eV
Energy ... -309.78820 Eh


4.
# C6H10O

C6H10O in the gas phase (wB97M-V/def2-TZVPD, the OMol25 dataset).

```
17
Properties=species:S:1:pos:R:3:mulliken_charge:R:1
C 0.26827 0.04163 -0.39445 1.667
C 2.04471 -0.44167 0.86536 0.032
H -1.75269 0.63156 -0.31187 0.350
H -1.56047 -1.11180 -0.52103 0.302
H -2.43221 -0.56103 1.77192 0.392
H 0.10956 -0.66255 -2.46640 0.380
C 0.40721 0.22928 -1.90191 -1.724
O 0.70296 1.30463 0.33832 -0.602
C 1.22931 -0.97508 0.11635 -1.109
H 2.79226 -0.13816 1.55487 0.406
C -1.18118 -0.23647 0.02602 -0.659
C -1.36947 -0.45069 1.52806 -1.207
H -0.84911 -1.35274 1.86775 0.311
H 1.45289 0.43762 -2.15836 0.441
H -0.97415 0.40174 2.08545 0.285
H -0.22441 1.06492 -2.20861 0.408
H 1.33651 1.81880 -0.19146 0.327
```

Calculated values
SMILES ... C#C[C@](C)(O)CC
HOMO level ... -9.314 eV
Energy ... -309.72049 Eh


5.
# C6H10O

C6H10O in the gas phase (wB97M-V/def2-TZVPD, the OMol25 dataset).

```
17
Properties=species:S:1:pos:R:3:mulliken_charge:R:1
O 0.31086 0.56748 -2.59265 -0.544
H -1.11390 -0.74735 2.30953 0.293
H 0.63393 -0.54110 2.22983 0.292
H 0.57576 -0.17505 -3.14455 0.328
C -0.32136 -0.01911 2.10590 -1.353
C -0.86805 -0.38575 -0.43470 -0.387
H -1.23693 1.37251 0.74428 0.355
C 0.27671 0.14655 -1.27296 0.699
H 1.03581 -1.61897 -0.10597 0.169
C 0.29721 -1.27077 -0.82782 -0.882
C -0.49981 0.56233 0.70486 0.282
H -0.37182 0.76000 2.87640 0.386
H 0.03302 -2.00376 -1.58842 0.322
H 0.67152 2.11501 -0.39235 0.314
H -1.87693 -0.65092 -0.73983 0.394
C 0.72761 1.05448 -0.13488 -0.920
H 1.72638 0.83442 0.26333 0.252
```

Calculated values
SMILES ... C[C@H]1C[C@@]2(O)C[C@@H]12
HOMO level ... -9.050 eV
Energy ... -309.79190 Eh


6.
# C6H10O

C6H10O in the gas phase (wB97M-V/def2-TZVPD, the OMol25 dataset).

```
17
Properties=species:S:1:pos:R:3:mulliken_charge:R:1
C -1.33698 -0.90353 0.68484 -0.687
O 0.81530 -0.53307 -0.93276 -0.467
H 1.90617 -0.52372 1.60362 0.324
C -0.66241 0.43599 0.57526 -0.187
H 0.85056 1.46474 -0.48212 0.245
H -0.54794 -1.26904 -2.27632 0.317
C -1.44993 -0.11657 -0.58642 -0.154
C 0.76831 0.49608 0.04651 0.297
H -2.23318 -0.93073 1.30079 0.284
H 2.87055 0.37551 0.40606 0.348
H 1.97649 1.25856 1.64610 0.357
C 1.94486 0.38153 0.99075 -1.386
H -0.75076 -1.81795 0.69731 0.201
H -0.32656 0.50272 -2.30221 0.297
H -1.02313 1.26756 1.17392 0.373
C -0.39685 -0.38553 -1.65011 -0.526
H -2.40450 0.29746 -0.89523 0.364
```

Calculated values
SMILES ... C[C@H]1OC[C@H]2C[C@H]21
HOMO level ... -9.767 eV
Energy ... -309.81858 Eh